Version a
Formula: CH3NS2
Source: the Open Molecules 2025 dataset
Level of theory: the ωB97M-V functional and the def2-TZVPD basis

CARTESIAN COORDINATES (ANGSTROEM)
C (-1.3104, 1.4235, -0.0962)
N (-0.2132, 1.9176, -0.1248)
S (-2.3979, 0.3357, 0.0941)
S (1.5010, -2.2235, -0.4855)
H (0.0968, 2.8521, -0.2801)
H (0.7457, -1.2938, 0.2126)
H (1.5780, -3.0117, 0.6799)

Values from the calculation:
Spin multiplicity: 1
SMILES: N=C=S.S
Total charge: 0
LUMO: 0.30 eV
Molecular weight: 93.176 g mol⁻¹



Version b
Formula: CH3NS2
Source: the Open Molecules 2025 dataset
Level of theory: the ωB97M-V functional and the def2-TZVPD basis

CARTESIAN COORDINATES (ANGSTROEM)
C (0.5449, -0.7298, -0.3461)
H (-1.9660, 0.6118, 1.5217)
H (0.9149, 1.1917, 0.0369)
H (-0.2704, -1.4012, -0.3876)
N (0.1641, 0.4462, 0.0791)
S (-1.4725, 0.9721, 0.1525)
S (2.0849, -1.0908, -1.0565)

Values from the calculation:
Spin multiplicity: 1
SMILES: S=CNS
Total charge: 0
LUMO: 0.03 eV
Molecular weight: 93.176 g mol⁻¹



Version c
Formula: CH3NS2
Source: the Open Molecules 2025 dataset
Level of theory: the ωB97M-V functional and the def2-TZVPD basis

CARTESIAN COORDINATES (ANGSTROEM)
C (0.2243, 0.7696, 0.3132)
N (-0.0807, -0.3518, -0.1906)
S (0.9266, 0.5855, 1.9356)
S (-0.5145, -0.5677, -1.8711)
H (0.2675, 1.6106, -0.2968)
H (0.5624, -0.5697, 1.5446)
H (-1.3857, -1.4766, -1.4350)

Values from the calculation:
Spin multiplicity: 1
SMILES: S/C=N/S
Total charge: 0
LUMO: 0.73 eV
Molecular weight: 93.176 g mol⁻¹



Version d
Formula: CH3NS2
Source: the Open Molecules 2025 dataset
Level of theory: the ωB97M-V functional and the def2-TZVPD basis

CARTESIAN COORDINATES (ANGSTROEM)
C (0.2791, 1.4193, -0.5213)
N (-0.1828, -1.1246, 0.7314)
S (0.4216, 2.2966, -1.7895)
S (-0.2185, -0.8774, -0.8640)
H (-0.0581, 1.5903, 0.4668)
H (-0.9020, -1.6416, 1.0706)
H (0.6607, -1.6627, 0.9060)

Values from the calculation:
Spin multiplicity: 1
Total charge: 0
LUMO (alpha / beta): -0.61 / -0.61 eV
Molecular weight: 93.176 g mol⁻¹



Q: What are the energies relative to the best structure? A: version a 0.0; version b 54.7; version c 108.0; version d 218.3, in kJ/mol.



Version a
Formula: CH12O5
Source: the Open Molecules 2025 dataset
Level of theory: the ωB97M-V functional and the def2-TZVPD basis

CARTESIAN COORDINATES (ANGSTROEM)
C (1.2384, -1.6227, -1.0553)
O (1.0520, -1.0208, -2.3508)
H (1.7873, -2.5546, -1.1556)
H (1.7691, -0.9108, -0.4271)
H (0.2600, -1.6379, -0.5721)
H (1.1515, -1.6376, -3.0776)
H (0.3291, 0.2688, 2.5530)
H (-0.0068, -1.0987, 3.1204)
O (-0.0413, -0.1629, 3.3355)
H (-0.6134, -0.1293, -2.1544)
H (-1.8908, -0.4486, -1.3739)
O (-1.1659, 0.1819, -1.4163)
H (1.2577, 1.2631, -0.0054)
H (1.0481, 1.9244, 1.3924)
O (0.9817, 1.0934, 0.9008)
H (-3.0216, 1.7325, 0.6476)
H (-1.7152, 2.4595, 0.5007)
O (-2.4198, 2.3005, 1.1382)

Values from the calculation:
Spin multiplicity: 1
SMILES: CO.O.O.O.O
Total charge: 0
LUMO: 0.39 eV
Molecular weight: 104.102 g mol⁻¹



Version b
Formula: CH12O5
Source: the Open Molecules 2025 dataset
Level of theory: the ωB97M-V functional and the def2-TZVPD basis

CARTESIAN COORDINATES (ANGSTROEM)
C (2.3362, -2.0943, 0.6950)
O (-1.3029, -1.2138, -0.0235)
H (2.6528, -2.1846, 1.7242)
H (2.2107, -1.0013, 0.4957)
H (1.3751, -2.5968, 0.5472)
H (3.0563, -2.5673, -0.0118)
H (0.7103, -0.6816, -2.5835)
H (-3.6382, 2.3537, -0.3764)
O (-3.0186, 1.5922, -0.1966)
H (-2.0805, 1.8610, 0.4048)
H (-1.4869, 2.2439, 2.0354)
O (-1.1417, 1.8972, 1.2084)
H (-1.8039, -0.4544, 0.1385)
H (-0.5406, -0.9792, -0.6648)
O (0.5751, -0.7330, -1.6384)
H (0.6643, 1.1186, -1.3356)
H (0.3771, 1.8484, 0.1227)
O (1.0554, 1.5912, -0.5414)

Values from the calculation:
Spin multiplicity: 1
Total charge: 0
LUMO: -6.64 eV
Molecular weight: 104.102 g mol⁻¹



Q: What are the energies relative to the best structure? A: version a 0.0; version b 841.1, in kJ/mol.



Version a
Formula: CH5N3O2
Source: the Open Molecules 2025 dataset
Level of theory: the ωB97M-V functional and the def2-TZVPD basis

CARTESIAN COORDINATES (ANGSTROEM)
C (-1.0008, 0.5204, 0.0623)
H (1.7637, 0.5545, 1.1037)
H (1.5393, -0.4287, -0.3985)
H (0.3622, 2.1104, -0.6672)
H (-1.7044, -1.3173, 0.5057)
H (-0.2608, -1.4697, -1.0360)
N (1.6044, 0.6021, 0.0465)
N (0.2625, 1.1340, -0.1151)
N (-0.7743, -0.8477, 0.5989)
O (-2.0994, 0.9237, -0.0475)
O (0.3075, -1.7816, -0.0528)

Values from the calculation:
Spin multiplicity: 1
SMILES: NNC(=O)NO
Total charge: 0
LUMO: 0.20 eV
Molecular weight: 91.070 g mol⁻¹



Version b
Formula: CH5N3O2
Source: the Open Molecules 2025 dataset
Level of theory: the ωB97M-V functional and the def2-TZVPD basis

CARTESIAN COORDINATES (ANGSTROEM)
C (2.4015, 0.3882, 0.6215)
N (1.2194, -0.0014, 0.1531)
N (-1.4752, -0.7051, -1.0743)
N (-2.0435, -0.0378, -0.1579)
O (-1.2364, 0.5209, 0.7083)
O (-3.2061, 0.0646, 0.0565)
H (2.2484, 1.1430, 1.4273)
H (-0.1728, 0.4323, 0.3706)
H (3.2850, -0.0949, 0.2173)
H (1.1072, -0.4553, -0.7560)
H (-2.1275, -1.2547, -1.5663)

Values from the calculation:
Spin multiplicity: 1
SMILES: [H]/N=[N+](\[O-])O.C=N
Total charge: 0
LUMO: -0.16 eV
Molecular weight: 91.070 g mol⁻¹



Version c
Formula: CH5N3O2
Source: the Open Molecules 2025 dataset
Level of theory: the ωB97M-V functional and the def2-TZVPD basis

CARTESIAN COORDINATES (ANGSTROEM)
C (-0.5676, -0.4728, 0.3661)
N (1.6266, 1.7158, 0.6139)
N (2.0493, 0.5869, 0.5134)
N (-1.3918, -0.7315, -0.5858)
O (-2.5571, -1.4351, -0.2584)
O (-1.3622, -0.3889, -1.7873)
H (0.5475, -0.2264, 0.1411)
H (-0.8217, -0.7776, 1.3254)
H (2.3007, 2.5555, 0.6306)
H (-2.9849, -1.3841, -1.1822)
H (3.1612, 0.5582, 0.2232)

Values from the calculation:
Spin multiplicity: 1
SMILES: C=[N+]([O-])O.[H]/N=N\[H]
Total charge: 0
LUMO: 0.26 eV
Molecular weight: 91.070 g mol⁻¹



Q: What are the energies relative to the best structure? A: version a 0.0; version b 43.8; version c 171.4, in kJ/mol.



Version a
Formula: C2H4NPS
Source: the Open Molecules 2025 dataset
Level of theory: the ωB97M-V functional and the def2-TZVPD basis

CARTESIAN COORDINATES (ANGSTROEM)
C (-0.2123, 1.3342, 0.6946)
C (-0.9856, -1.3948, -1.5208)
N (-0.4573, 0.9377, -0.4433)
P (0.3202, -0.2261, -1.2356)
S (-2.5011, -1.1416, -1.1476)
H (0.3512, 0.9540, 1.4884)
H (-0.8508, 2.0962, 0.9331)
H (-0.6690, -2.3257, -2.0166)
H (0.8766, -1.1484, -0.3952)

Values from the calculation:
Spin multiplicity: 1
SMILES: C=NPC=S
Total charge: 0
LUMO: -0.15 eV
Molecular weight: 105.102 g mol⁻¹



Version b
Formula: C2H4NPS
Source: the Open Molecules 2025 dataset
Level of theory: the ωB97M-V functional and the def2-TZVPD basis

CARTESIAN COORDINATES (ANGSTROEM)
C (1.2487, 1.0112, 0.2243)
C (-2.1559, -0.7281, 0.1495)
N (1.9481, 0.1097, -0.3830)
P (3.0197, -0.9023, -0.9520)
S (-1.4666, -0.5866, -1.3232)
H (0.2557, 1.2488, -0.1230)
H (1.6648, 1.4758, 1.0951)
H (-1.7882, -0.0617, 0.8924)
H (-2.7263, -1.5668, 0.4198)

Values from the calculation:
Spin multiplicity: 1
Total charge: 0
LUMO: -0.60 eV
Molecular weight: 105.102 g mol⁻¹



Version c
Formula: C2H4NPS
Source: the Open Molecules 2025 dataset
Level of theory: the ωB97M-V functional and the def2-TZVPD basis

CARTESIAN COORDINATES (ANGSTROEM)
C (0.6669, -1.0967, 0.1553)
C (-0.1330, 1.2363, -0.0940)
N (-1.5717, -1.1019, 0.2431)
P (-1.9206, 0.3549, -0.0145)
S (0.9672, 0.4061, 0.9564)
H (1.0854, -1.9724, 0.7173)
H (0.9682, -1.0157, -0.9384)
H (0.1767, 0.9360, -1.1724)
H (-0.2391, 2.2534, 0.1472)

Values from the calculation:
Spin multiplicity: 1
Total charge: 0
LUMO: -0.19 eV
Molecular weight: 105.102 g mol⁻¹



Q: What are the energies relative to the best structure? A: version a 0.0; version b 85.0; version c 90.9, in kJ/mol.